ORCA calculation (ωB97M-V with the def2-TZVPD basis set) on C28H30Cl4N5O2OsSSi2 as an isolated structure at a distorted geometry.

Element x y z (Å)
H1 0.68 -1.64 -2.42
H2 0.52 2.95 0.74
C1 -0.29 -1.62 3.50
C2 -2.39 3.82 -1.83
C3 -2.52 -2.34 2.97
H3 2.86 2.07 4.27
S1 -2.34 -0.35 -1.86
H4 2.66 0.34 4.32
N1 1.05 0.23 -1.61
Si1 1.13 1.38 2.61
C4 -3.42 3.37 0.74
Si2 2.36 -1.39 1.19
Cl1 -5.18 5.39 0.53
C5 2.72 0.66 -3.81
H5 -3.95 -1.16 -3.81
Cl2 -4.07 5.87 -2.29
O1 -0.87 2.07 -1.44
C6 -2.39 -1.72 1.74
H6 -3.43 -2.85 3.24
C7 -3.51 -3.11 -4.29
C8 1.72 1.39 -1.77
N2 -3.35 -1.95 -3.64
H7 1.29 3.80 2.06
Cl3 -1.73 4.09 -3.40
H8 -4.32 -3.16 -5.01
C9 3.16 -2.24 2.70
H9 3.73 -0.63 -0.81
H10 -2.79 -5.11 -4.52
C10 1.23 -0.71 -2.55
C11 -0.35 1.66 3.77
H11 3.90 -2.95 2.34
C12 -3.93 4.38 -0.05
H12 3.67 -1.55 3.36
H13 2.16 -1.34 -4.37
H14 2.19 -3.00 -0.77
C13 -0.22 -1.04 2.24
C14 2.72 1.18 3.65
H15 -1.53 -2.73 4.85
C15 2.04 -0.55 -3.65
H16 2.28 2.90 0.94
H17 -0.35 0.98 4.62
C16 3.56 0.90 -4.93
H18 0.59 -2.61 -0.16
Cl4 -4.05 3.10 2.32
H19 -0.33 2.67 4.17
N3 4.23 1.11 -5.83
H20 0.55 -1.53 4.17
C17 -2.36 -1.79 -2.68
H21 -1.29 1.54 3.24
Os1 -0.38 0.00 -0.14
H22 -3.22 -1.72 1.04
C18 -3.42 4.61 -1.35
H23 3.03 2.60 -2.94
C19 -1.64 -3.92 -3.09
C20 -1.82 2.78 -1.05
O2 -1.90 1.57 0.96
H24 1.57 2.14 -1.01
C21 -2.68 -4.16 -4.03
C22 -1.45 -2.27 3.87
H25 3.60 1.07 3.04
C23 -2.38 2.52 0.29
N4 -1.27 -1.10 1.39
C24 3.70 -0.40 0.25
H26 2.44 -2.80 3.28
C25 1.62 -2.82 0.14
N5 -1.49 -2.79 -2.45
H27 -0.93 -4.70 -2.87
C26 1.33 2.89 1.47
H28 3.58 0.68 0.35
H29 1.62 -3.74 0.70
C27 0.85 -0.26 1.58
H30 4.68 -0.64 0.65
C28 2.54 1.65 -2.85

Its spin multiplicity is 5. The orbital gap (alpha / beta) comes out at 6.4 / 6.2 eV. The total charge is +1. The value obtained for the total energy is -4417.6570 Eh.